[1]
This record from OMol25 describes a structure of composition C29H32BGdN6OS in a non-equilibrium geometry. The level of theory is wB97M-V/def2-TZVPD.

Summary:
2S+1: 8
<S²>: 16.06
Gap between HOMO and LUMO (spin up / spin down): 7.27 / 6.87 eV
Net charge: 0
Largest force on an atom: 0.0731 Eh/bohr
E_LUMO (spin up / spin down): -0.49 / -0.89 eV
Relative energy (zero: lowest compared OMol25 entry of this formula, charge and spin): 1.1470 eV
Molecular weight: 680.7 g/mol
Total energy: -2716.7580 hartree

Last column: Mulliken spin population.
Geometry (Å):
1 Gd -0.104 0.177 1.074  6.582
2 C 2.494 -6.112 1.571  0.000
3 C 1.274 -5.421 0.976  0.001
4 N 1.436 -4.376 0.010  0.000
5 C 1.087 -3.092 0.103  0.002
6 S 0.011 -2.599 1.388  0.017
7 N 1.646 -2.322 -0.821  -0.004
8 N 1.382 -1.030 -0.816  0.020
9 C 1.885 -0.366 -1.815  0.002
10 C 2.554 -1.043 -2.921  0.001
11 C 1.661 1.103 -1.797  -0.008
12 C 2.017 1.997 -2.809  -0.003
13 C 1.792 3.372 -2.739  0.001
14 C 1.020 3.870 -1.690  0.001
15 C 0.626 2.908 -0.772  0.001
16 N 0.945 1.612 -0.727  0.025
17 H 2.046 -6.650 2.465  0.000
18 H 3.284 -5.407 1.949  0.000
19 H 2.921 -6.835 0.843  0.000
20 H 0.714 -4.968 1.804  0.000
21 H 0.676 -6.267 0.609  0.000
22 H 2.114 -4.536 -0.708  0.000
23 H 3.422 -1.661 -2.621  0.000
24 H 2.889 -0.331 -3.728  0.000
25 H 1.874 -1.820 -3.254  0.000
26 H 2.500 1.602 -3.661  0.000
27 H 2.153 4.024 -3.577  0.000
28 H 0.845 4.916 -1.471  0.000
29 H 0.222 3.221 0.182  -0.001
30 C -3.472 3.372 1.981  0.016
31 C -4.010 3.626 0.715  -0.015
32 C -3.665 2.843 -0.375  0.017
33 C -2.638 1.923 -0.229  -0.008
34 C -2.125 1.565 1.000  0.292
35 C -2.569 2.321 2.134  -0.006
36 C -2.093 1.147 -1.404  0.012
37 C -2.035 1.960 -2.616  0.003
38 C -1.559 1.401 -3.700  -0.002
39 C -1.276 0.026 -3.752  -0.002
40 C -1.011 -0.748 -4.878  0.001
41 C -1.003 -2.144 -4.830  -0.001
42 C -1.148 -2.814 -3.623  0.000
43 C -1.297 -2.038 -2.448  -0.001
44 C -1.320 -0.623 -2.512  -0.003
45 N -1.648 -0.053 -1.336  0.015
46 H -3.854 3.987 2.807  0.002
47 H -4.801 4.408 0.574  0.000
48 H -4.043 3.079 -1.304  0.002
49 H -2.110 2.200 3.085  0.007
50 H -2.328 3.012 -2.624  0.000
51 H -1.413 2.066 -4.540  0.000
52 H -0.925 -0.388 -5.834  0.000
53 H -0.750 -2.694 -5.796  0.000
54 H -0.999 -3.873 -3.560  0.000
55 H -1.548 -2.523 -1.564  0.001
56 B 1.497 4.284 3.398  0.000
57 C 1.355 2.829 2.887  -0.005
58 N 1.079 1.772 2.516  0.017
59 H 2.317 4.230 4.356  0.000
60 H 0.392 4.517 3.899  0.000
61 H 1.918 5.104 2.610  0.000
62 C -1.054 -0.765 5.542  0.000
63 C -0.287 -0.636 4.291  0.001
64 C 1.174 -0.833 4.335  0.000
65 O -0.946 -0.542 3.278  0.017
66 H -2.117 -0.486 5.337  0.000
67 H -0.612 -0.111 6.232  0.000
68 H -0.996 -1.797 5.902  0.000
69 H 1.586 -1.025 3.337  0.004
70 H 1.349 -1.652 4.973  0.000
71 H 1.602 0.100 4.693  0.000

[2]
This record from OMol25 describes a cluster of 12 separate species, C23H68N2O12 in total in a non-equilibrium geometry. The level of theory is wB97M-V/def2-TZVPD.

Summary:
Gap between HOMO and LUMO: 7.66 eV
SMILES: CC1(C)CCCC(C)(C)N1O.CC1(C)CCCC(C)(C)N1O.CO.CO.CO.CO.CO.O.O.O.O.O
Net charge: 0
Largest force on an atom: 0.0342 Eh/bohr
E_LUMO: -0.21 eV
Relative energy (zero: lowest compared OMol25 entry of this formula, charge and spin): 0.0000 eV
Molecular weight: 564.8 g/mol
Total energy: -1929.3735 hartree

Last column: Löwdin charge in e.
Geometry (Å):
1 C -8.671 -20.729 9.009  -0.023
2 C -8.063 -19.432 8.444  -0.515
3 C -9.098 -18.762 7.534  -0.016
4 C -7.734 -18.517 9.630  -0.132
5 C -6.655 -17.485 9.392  -0.176
6 C -5.412 -18.121 8.794  -0.132
7 C -5.735 -18.860 7.488  -0.528
8 C -6.059 -17.891 6.336  -0.023
9 C -4.516 -19.671 7.089  -0.049
10 N -6.839 -19.773 7.756  -0.118
11 O -7.039 -20.747 6.756  -0.010
12 H -7.872 -21.328 9.452  0.091
13 H -9.458 -20.490 9.721  0.057
14 H -9.090 -21.327 8.199  0.086
15 H -8.793 -17.762 7.202  0.076
16 H -9.181 -19.340 6.607  0.087
17 H -10.082 -18.652 7.989  0.069
18 H -8.645 -18.012 9.959  0.120
19 H -7.423 -19.206 10.426  0.112
20 H -7.002 -16.696 8.717  0.104
21 H -6.391 -17.001 10.337  0.109
22 H -5.051 -18.885 9.490  0.119
23 H -4.658 -17.372 8.552  0.124
24 H -6.689 -18.381 5.591  0.086
25 H -5.154 -17.582 5.805  0.081
26 H -6.594 -17.006 6.678  0.066
27 H -3.660 -18.996 6.994  0.087
28 H -4.648 -20.116 6.101  0.085
29 H -4.247 -20.428 7.827  0.089
30 H -6.427 -21.454 6.982  0.101
31 C -13.961 -13.824 10.796  -0.044
32 C -12.577 -13.848 11.432  -0.533
33 C -11.685 -14.847 10.677  -0.015
34 C -12.019 -12.437 11.298  -0.145
35 C -10.779 -12.209 12.147  -0.181
36 C -11.015 -12.544 13.604  -0.131
37 C -11.711 -13.881 13.858  -0.506
38 C -10.657 -14.983 13.883  -0.041
39 C -12.402 -13.846 15.217  -0.026
40 N -12.741 -14.120 12.847  -0.095
41 O -13.421 -15.339 13.049  -0.015
42 H -14.659 -13.264 11.426  0.091
43 H -13.978 -13.387 9.797  0.086
44 H -14.415 -14.817 10.725  0.079
45 H -10.635 -14.566 10.783  0.069
46 H -11.791 -15.863 11.058  0.061
47 H -11.880 -14.816 9.605  0.091
48 H -11.771 -12.228 10.253  0.125
49 H -12.800 -11.723 11.576  0.125
50 H -9.981 -12.838 11.739  0.102
51 H -10.436 -11.180 12.025  0.114
52 H -11.550 -11.738 14.111  0.122
53 H -10.024 -12.592 14.065  0.120
54 H -9.843 -14.831 14.599  0.091
55 H -10.117 -15.083 12.932  0.083
56 H -11.040 -15.990 14.070  0.049
57 H -12.799 -14.826 15.471  0.081
58 H -13.193 -13.096 15.260  0.088
59 H -11.678 -13.545 15.982  0.092
60 H -12.812 -16.054 12.798  0.051
61 C -7.343 -20.722 16.422  -0.169
62 O -7.765 -22.050 16.157  -0.125
63 H -6.364 -20.414 16.040  0.078
64 H -8.057 -20.004 15.985  0.061
65 H -7.370 -20.525 17.495  0.076
66 H -7.666 -22.155 15.199  0.036
67 C -5.750 -22.748 13.562  -0.152
68 O -6.767 -21.791 13.298  -0.158
69 H -5.139 -22.918 12.671  0.082
70 H -5.129 -22.488 14.421  0.083
71 H -6.228 -23.709 13.770  0.082
72 H -6.289 -20.986 13.046  0.026
73 C -12.582 -18.617 9.566  -0.159
74 O -12.131 -19.961 9.672  -0.132
75 H -13.485 -18.447 10.164  0.074
76 H -11.800 -17.912 9.860  0.059
77 H -12.851 -18.453 8.524  0.080
78 H -11.712 -20.105 10.531  0.027
79 C -9.248 -19.324 12.884  -0.129
80 O -9.343 -17.900 12.942  -0.136
81 H -8.190 -19.577 12.887  0.064
82 H -9.709 -19.788 13.756  0.075
83 H -9.595 -19.752 11.944  0.063
84 H -10.261 -17.720 13.182  0.022
85 C -10.693 -22.409 12.086  -0.115
86 O -11.638 -21.335 12.212  -0.147
87 H -9.692 -22.074 12.389  0.066
88 H -10.914 -23.227 12.778  0.083
89 H -10.648 -22.704 11.045  0.086
90 H -11.635 -21.089 13.144  0.033
91 O -6.723 -17.491 13.912  -0.056
92 H -6.473 -16.568 13.813  0.052
93 H -7.701 -17.485 13.891  0.019
94 O -11.852 -20.312 15.330  -0.036
95 H -12.671 -20.788 15.153  0.066
96 H -11.571 -20.634 16.193  0.069
97 O -12.188 -18.140 13.392  -0.039
98 H -13.101 -18.263 13.112  0.071
99 H -12.079 -18.747 14.139  0.018
100 O -4.967 -19.604 12.890  -0.056
101 H -4.131 -19.211 12.628  0.051
102 H -5.571 -18.849 13.030  0.012
103 O -10.148 -16.608 16.694  -0.047
104 H -9.856 -17.405 17.146  0.032
105 H -9.972 -16.772 15.762  -0.003

[3]
This record from OMol25 describes the molecule C5H10O in a non-equilibrium geometry. The level of theory is wB97M-V/def2-TZVPD.

Summary:
Gap between HOMO and LUMO: 10.83 eV
SMILES: CC(C)CC=O
Net charge: 0
Largest force on an atom: 0.0211 Eh/bohr
E_LUMO: 1.01 eV
Relative energy (zero: lowest compared OMol25 entry of this formula, charge and spin): 0.5677 eV
Molecular weight: 86.1 g/mol
Total energy: -271.7318 hartree

Last column: Löwdin charge in e.
Geometry (Å):
1 C 1.118 -1.136 -0.426  -0.068
2 C -0.003 -0.174 -0.821  -0.435
3 C 0.273 0.475 -2.175  -0.093
4 C -0.246 0.919 0.212  -0.159
5 C -0.441 0.463 1.610  -0.282
6 O -0.931 -0.599 1.891  0.061
7 H 2.061 -0.903 -0.935  0.079
8 H 1.361 -1.073 0.631  0.064
9 H 0.870 -2.194 -0.574  0.085
10 H -0.919 -0.747 -0.996  0.134
11 H 1.106 1.168 -2.200  0.078
12 H -0.650 0.938 -2.516  0.075
13 H 0.478 -0.338 -2.883  0.082
14 H 0.531 1.685 0.132  0.121
15 H -1.185 1.429 -0.056  0.135
16 H -0.101 1.171 2.396  0.123

- The highest total energy belongs to which entry?
  C5H10O